Here is a molecular structure, C37H48BrF6I2KN3O6PS3 at a distorted geometry from the OMol25 dataset. Energies are from ωB97M-V/def2-TZVPD.

CARTESIAN COORDINATES (ANGSTROEM)
K1 -2.9197 1.2910 -0.0239
I1 2.1592 1.5912 3.8056
C1 2.0307 3.4142 4.8976
I2 2.5909 3.2100 7.0040
H1 1.0176 3.8217 4.9608
H2 2.8125 4.0449 4.4999
F1 6.6628 1.9182 -0.5664
C2 6.8233 3.1995 -0.2189
F2 5.9276 3.9278 -0.9095
F3 8.0928 3.4890 -0.5384
S1 6.6847 3.4052 1.6086
O1 5.4188 2.8941 1.9130
O2 7.7908 2.7469 2.2030
N1 6.8377 4.9542 1.8278
S2 5.7210 5.9531 2.3448
O3 4.4014 5.4770 2.1923
O4 6.1566 6.7470 3.4807
C3 5.8706 7.1813 0.9606
F4 5.9866 6.6357 -0.2134
F5 4.7261 7.8839 0.9085
F6 6.9300 7.9753 1.1829
C4 1.2202 -4.6053 -5.1321
C5 0.3367 -3.3627 -5.4860
C6 -0.7613 -3.8510 -6.4629
C7 1.0408 -2.3684 -6.3242
C8 -0.3167 -2.7889 -4.2296
C9 -0.0242 -1.4865 -3.7856
C10 -0.7168 -1.0218 -2.7044
Br1 -0.2403 0.7349 -2.1154
C11 -1.7502 -1.6551 -2.0201
O5 -2.4508 -1.0661 -1.1243
C12 -2.0008 -2.9939 -2.5286
C13 -1.2969 -3.5378 -3.5726
C14 -3.0699 -3.8325 -1.9173
C15 -4.4687 -3.3468 -2.2457
C16 -3.0518 -5.3107 -2.2177
C17 -2.9503 -3.7806 -0.4029
H3 1.7467 -5.1338 -5.9661
H4 0.6504 -5.3811 -4.6378
H5 1.9128 -4.2855 -4.3787
H6 -0.2827 -4.1316 -7.4280
H7 -1.4951 -3.0764 -6.5380
H8 -1.2647 -4.7088 -6.1758
H9 1.3229 -2.7455 -7.2781
H10 1.8597 -1.9149 -5.7921
H11 0.3275 -1.5875 -6.4917
H12 0.7688 -0.8492 -4.1004
H13 -1.5093 -4.5370 -3.9304
H14 -4.6843 -3.3874 -3.3443
H15 -4.4390 -2.2420 -1.9899
H16 -5.2333 -3.8288 -1.6587
H17 -3.1939 -5.6516 -3.3485
H18 -3.9014 -5.6976 -1.6193
H19 -2.1720 -5.7704 -1.7791
H20 -2.8585 -2.7398 -0.0522
H21 -2.0911 -4.2343 0.0720
H22 -3.9375 -4.1876 -0.0537
C18 -6.1641 -1.5587 1.0545
C19 -6.3432 -0.8598 2.3475
N2 -5.0860 -0.2663 2.9111
C20 -4.3104 -1.1780 3.7797
C21 -3.1211 -1.8101 3.1059
C22 -4.5696 0.9733 2.6063
S3 -5.5551 2.0693 1.6223
N3 -3.4489 1.2500 3.1809
C23 -3.0089 2.5333 3.0102
O6 -2.5541 2.9773 1.9808
C24 -2.8766 3.4293 4.2022
C25 -1.9464 4.4583 4.1652
C26 -1.7774 5.2756 5.2998
C27 -2.7087 5.1583 6.3593
C28 -3.7405 4.2237 6.3633
C29 -3.7162 3.2711 5.3408
H23 -7.1211 -1.8942 0.6710
H24 -5.4542 -2.4409 1.1113
H25 -5.7711 -0.8317 0.3053
H26 -6.7226 -1.6031 3.0971
H27 -6.9891 -0.0442 2.0876
H28 -5.0142 -1.9825 4.0677
H29 -4.0621 -0.6170 4.6711
H30 -3.2609 -1.7890 2.0163
H31 -2.9876 -2.8708 3.2780
H32 -2.2326 -1.2950 3.3833
H33 -1.2723 4.4581 3.3484
H34 -0.8944 5.8617 5.4288
H35 -2.5276 5.7874 7.2081
H36 -4.5739 4.1300 7.0084
H37 -4.5561 2.6615 5.1458
C30 4.5005 -0.9016 1.1302
P1 2.8261 -0.5231 0.4677
C31 2.2203 -2.1851 0.3600
C32 3.2813 -0.0780 -1.2164
C33 3.3622 -0.9667 -2.3448
C34 3.7492 -0.4861 -3.5738
C35 4.1828 0.8406 -3.7333
C36 4.0097 1.7756 -2.6776
C37 3.4644 1.2994 -1.5165
H38 5.1383 -0.1052 0.9962
H39 5.0357 -1.7092 0.5911
H40 4.5521 -0.9697 2.2826
H41 1.2597 -2.2000 -0.2015
H42 1.9501 -2.4781 1.4412
H43 2.8627 -2.9441 -0.0867
H44 3.0914 -1.9756 -2.2054
H45 3.9457 -1.2658 -4.3297
H46 4.6557 1.2118 -4.6167
H47 4.3873 2.8047 -2.7306
H48 3.1446 1.9824 -0.7531

Atomic forces in eV per Å
K 0.1 -0.3 -0.1
I -0.3 0.3 0.1
C 0.3 -0.5 0.9
I -0.2 0.0 -0.4
H 0.4 -0.2 -0.4
H -0.3 0.3 -0.2
F -0.4 -0.1 0.1
C 0.5 -0.4 0.3
F 0.8 -0.2 0.3
F -0.2 0.7 -0.7
S 0.5 1.4 0.7
O -2.6 -1.1 0.2
O 1.3 -0.7 -0.4
N 0.1 0.3 0.3
S 2.4 1.1 -1.0
O -1.7 -0.4 0.7
O -0.7 -1.1 -0.5
C -0.4 0.0 1.3
F 0.5 -0.7 -1.3
F 0.2 0.8 0.3
F -0.3 0.3 -0.3
C -0.1 0.2 -0.3
C -0.8 -2.5 -0.4
C 1.3 0.5 -0.6
C 0.4 1.2 1.0
C 0.9 0.5 -0.9
C -0.4 -1.7 0.4
C 0.4 1.0 0.3
Br -0.1 0.2 0.1
C -1.0 -0.5 -0.3
O 0.0 0.0 0.0
C -0.1 -0.1 0.2
C 0.8 1.1 -0.3
C -0.3 -0.6 0.8
C 0.4 2.8 -1.1
C -0.7 -1.4 -1.6
C -1.4 1.0 1.2
H -0.3 0.8 0.3
H -0.5 -0.1 0.1
H 0.9 0.1 0.3
H -0.4 0.5 0.3
H -0.5 0.6 -0.6
H -1.0 -1.8 1.0
H 0.6 -0.5 -0.6
H 0.7 0.2 0.0
H -0.4 0.8 -0.3
H 0.5 0.1 -0.8
H -0.1 0.1 0.1
H 0.1 -0.3 0.8
H -0.5 -1.1 -0.2
H -0.3 -0.3 0.1
H 0.3 0.8 2.3
H 0.3 -0.2 -0.6
H 0.4 -0.2 -0.3
H -0.5 -0.3 -0.3
H 0.2 -0.9 -0.3
H 1.1 0.1 0.5
C 1.7 -0.9 -1.5
C 1.1 0.3 1.0
N -0.6 -1.2 -0.2
C -1.4 -0.2 -0.3
C -0.1 -0.3 -1.0
C -2.4 -0.7 -0.3
S 0.3 -0.6 0.2
N 0.5 0.8 0.5
C 1.0 0.1 0.6
O 0.5 0.2 -1.3
C -0.8 -0.1 1.6
C 0.1 -0.3 1.6
C -1.5 -1.6 0.1
C 0.8 0.3 -0.2
C 1.2 -1.0 -1.9
C 0.4 1.8 -1.8
H -0.3 -0.2 0.0
H -0.8 0.9 -0.2
H -0.1 -0.6 0.4
H 0.0 1.1 -0.4
H -0.7 0.5 0.7
H 0.2 0.4 0.0
H 0.4 0.0 0.2
H 0.2 0.4 0.2
H -0.1 -0.3 0.6
H 0.9 0.4 -0.1
H 0.5 0.4 -0.7
H 0.2 0.7 -0.1
H -0.2 0.4 0.4
H -0.3 0.4 1.1
H -0.7 -1.2 0.4
C -0.2 -1.4 1.7
P 0.5 1.0 0.8
C -1.9 -1.5 0.9
C -0.2 0.2 -2.9
C -0.1 2.1 2.1
C 1.3 -0.2 -0.7
C -0.4 0.6 1.3
C 0.5 -1.1 -1.4
C -0.3 -1.1 1.6
H 1.2 2.4 -0.6
H -0.6 -0.1 0.6
H -0.4 -0.5 -1.8
H 0.4 0.0 0.3
H 0.5 0.2 -1.6
H 0.2 0.0 0.1
H -0.1 -1.1 0.0
H -0.3 0.8 0.0
H 0.1 -0.2 -0.7
H -0.5 -0.4 -0.2
H 0.3 0.4 0.5

Properties
E_HOMO: -3.1 eV
Net charge: -2
Gap between HOMO and LUMO: 6.5 eV

---

Here is 15 unconnected molecules or ions with the total composition C15H60N30O15 at a distorted geometry from the OMol25 dataset. Energies are from ωB97M-V/def2-TZVPD.

CARTESIAN COORDINATES (ANGSTROEM)
C1 -12.6388 -5.3738 -20.3356
O1 -12.2769 -5.3965 -19.1888
N1 -12.1023 -4.5593 -21.1320
N2 -13.6256 -6.0785 -20.8415
H1 -11.3760 -3.9452 -20.7920
H2 -12.4310 -4.3787 -22.0698
H3 -14.1668 -5.5930 -21.5426
H4 -13.9374 -6.8933 -20.3325
C2 -17.9998 -3.1370 -25.9037
O2 -17.3658 -3.8090 -25.1027
N3 -17.5233 -2.3357 -26.7853
N4 -19.2624 -3.0105 -25.8625
H5 -18.1263 -2.0612 -27.5476
H6 -16.5156 -2.2878 -26.8343
H7 -19.6854 -3.5118 -25.0945
H8 -19.7339 -2.5579 -26.6325
C3 -20.9339 -3.2581 -19.9625
O3 -21.9619 -2.7624 -19.5926
N5 -20.6955 -4.5196 -20.2518
N6 -19.8680 -2.5543 -20.0839
H9 -21.3690 -5.2122 -19.9572
H10 -19.7219 -4.6406 -20.4915
H11 -19.0288 -2.8852 -20.5380
H12 -19.9688 -1.6249 -19.7015
C4 -7.3244 -2.2851 -16.6014
O4 -7.5019 -2.1797 -17.7734
N7 -8.2200 -2.6485 -15.8121
N8 -6.2023 -2.0562 -16.0253
H13 -9.0904 -3.0503 -16.1300
H14 -7.8131 -2.7605 -14.8945
H15 -6.1168 -2.1780 -15.0263
H16 -5.4873 -2.0026 -16.7366
C5 -14.8292 -5.0497 -12.6942
O5 -15.1060 -5.5934 -11.6409
N9 -15.6548 -5.0027 -13.7312
N10 -13.6431 -4.7650 -13.1718
H17 -15.1303 -4.5735 -14.4800
H18 -16.6491 -5.1308 -13.6090
H19 -13.6451 -4.4303 -14.1247
H20 -12.8533 -5.0736 -12.6230
C6 -14.1205 0.6092 -18.4476
O6 -14.1193 -0.3018 -17.5706
N11 -13.0404 1.2232 -18.8511
N12 -15.1640 1.2592 -18.9301
H21 -12.1910 0.7336 -18.6086
H22 -13.1476 1.4655 -19.8258
H23 -16.0608 1.2057 -18.4684
H24 -15.1284 2.0868 -19.5079
C7 -13.5799 1.1826 -25.2833
O7 -12.6273 0.8585 -24.5613
N13 -14.7542 1.4883 -24.7579
N14 -13.4959 1.3457 -26.5804
H25 -15.4298 1.7788 -25.4502
H26 -15.0397 1.2437 -23.8204
H27 -12.5656 1.2983 -26.9706
H28 -14.2721 1.6072 -27.1714
C8 -12.4764 -5.0043 -28.5164
O8 -13.4680 -5.5555 -28.9028
N15 -11.9695 -3.9782 -29.1578
N16 -11.8410 -5.2342 -27.4058
H29 -11.1076 -3.5601 -28.8376
H30 -12.3675 -3.6602 -30.0299
H31 -10.9670 -4.8363 -27.0929
H32 -12.1736 -6.0037 -26.8424
C9 -17.9878 -10.3097 -23.2347
O9 -18.3750 -9.7544 -22.2382
N17 -17.4070 -11.4707 -23.1188
N18 -18.0028 -9.8463 -24.4653
H33 -17.2214 -11.7475 -22.1654
H34 -17.1796 -12.0033 -23.9463
H35 -18.1269 -8.8472 -24.5458
H36 -18.2679 -10.4886 -25.1984
C10 -6.7490 -5.4222 -24.1631
O10 -7.0173 -5.7608 -25.3227
N19 -6.3464 -4.1733 -23.9686
N20 -7.1406 -6.0604 -23.1326
H37 -6.1125 -3.9128 -23.0213
H38 -6.3009 -3.5675 -24.7755
H39 -6.9268 -5.8499 -22.1682
H40 -7.4542 -6.9835 -23.3965
C11 -10.8488 -11.8745 -23.8817
O11 -10.1607 -11.3392 -23.0133
N21 -12.1271 -11.7359 -24.0547
N22 -10.3819 -12.6669 -24.7864
H41 -12.6219 -12.4076 -24.6241
H42 -12.6788 -11.0453 -23.5661
H43 -11.0774 -13.0205 -25.4278
H44 -9.4571 -13.0502 -24.6526
C12 -19.9730 -11.1323 -16.5883
O12 -20.2622 -11.3170 -15.3947
N23 -20.2353 -12.0154 -17.5016
N24 -19.3941 -10.0638 -17.0168
H45 -20.3329 -11.7140 -18.4607
H46 -20.3330 -12.9610 -17.1604
H47 -19.2724 -9.9389 -18.0116
H48 -19.1862 -9.3580 -16.3249
C13 -5.8323 2.6655 -21.1498
O13 -5.3043 3.2186 -22.0096
N25 -5.1669 2.3844 -20.0768
N26 -7.0540 2.1902 -21.2775
H49 -5.5149 1.8601 -19.2868
H50 -4.1830 2.5986 -20.1549
H51 -7.5958 2.3924 -22.1055
H52 -7.3352 1.3933 -20.7243
C14 -11.8296 -11.4012 -16.1857
O14 -10.6538 -11.4753 -15.7775
N27 -12.9753 -11.1726 -15.5956
N28 -12.0390 -11.5420 -17.5275
H53 -13.0730 -11.2827 -14.5963
H54 -13.7459 -10.7983 -16.1306
H55 -12.8711 -12.0599 -17.7713
H56 -11.2582 -11.3802 -18.1474
C15 -5.3624 -8.1498 -17.8551
O15 -4.7885 -7.3570 -18.5728
N29 -6.4743 -7.8396 -17.1528
N30 -5.0033 -9.3486 -17.6632
H57 -6.8452 -6.9086 -17.2780
H58 -6.8515 -8.4953 -16.4834
H59 -4.2989 -9.6917 -18.3006
H60 -5.5462 -10.0252 -17.1460

Atomic forces in eV per Å
C -0.7 -1.0 3.4
O 0.7 -1.2 2.7
N 3.0 4.9 -4.9
N -2.3 -1.9 -1.3
H -0.3 -0.2 0.1
H 0.2 -0.2 0.2
H -0.3 -0.9 0.1
H -0.4 0.5 -0.2
C 2.5 -1.7 2.8
O 0.7 -0.3 0.3
N 3.6 2.6 -3.6
N -6.0 -0.7 1.0
H 0.8 0.2 0.0
H -0.2 0.0 -0.6
H -0.7 0.1 -0.6
H -0.6 -0.3 0.8
C -2.0 -0.6 0.6
O -2.3 0.3 0.8
N -0.1 -2.5 -0.8
N 4.1 3.8 -0.4
H 0.6 -0.1 -0.4
H -0.6 -1.4 0.2
H -0.1 0.5 0.3
H 0.5 0.0 -0.5
C 0.2 0.5 -3.5
O -0.1 0.5 -4.2
N -5.0 -2.1 5.4
N 4.7 1.3 1.2
H 0.3 0.2 0.3
H -1.7 -0.7 0.3
H 1.0 0.1 -0.6
H 0.7 0.2 1.0
C -1.6 -3.1 1.0
O 0.2 0.7 1.0
N -1.9 0.7 -1.4
N 3.6 1.2 0.6
H -2.3 -0.1 -0.8
H 0.3 0.4 -0.4
H 1.5 -0.2 0.6
H 0.1 0.4 -0.6
C -0.7 -2.6 4.6
O -0.6 1.9 -2.2
N 3.8 0.5 -1.6
N -4.4 0.6 -0.8
H 0.1 0.1 -0.3
H 0.8 0.4 0.0
H 0.2 -0.6 0.0
H 0.7 -0.2 0.3
C 2.4 -0.6 3.5
O -0.3 -0.1 -0.8
N -2.7 0.7 0.0
N 0.7 0.2 -3.2
H -0.5 -0.1 0.8
H 0.3 0.0 -0.4
H -0.3 0.0 -0.1
H 0.4 -0.1 0.2
C -0.9 0.7 -1.0
O -1.8 -1.6 -0.4
N 1.7 3.1 -2.2
N 1.5 -2.1 4.2
H -0.3 0.0 -0.3
H 0.1 -0.3 0.3
H -0.3 0.1 -0.4
H 0.1 0.1 -0.2
C -0.3 0.4 1.8
O -0.6 1.8 1.3
N 1.3 -3.4 0.2
N -0.4 1.6 -2.8
H -0.1 -0.5 -0.5
H 0.4 -0.1 0.6
H -0.5 -0.3 -0.4
H 0.2 0.6 -0.2
C -1.1 2.7 -4.9
O 0.4 -1.0 0.0
N 1.4 1.7 1.0
N -1.1 -3.8 3.6
H 0.1 0.7 -0.5
H 0.3 -0.1 0.5
H 0.0 -0.1 -0.3
H 0.0 -0.1 0.7
C 2.4 1.9 3.1
O -0.4 0.1 -0.1
N -5.1 1.2 0.1
N 2.1 -2.8 -2.8
H -0.1 0.5 0.3
H 0.3 -0.3 0.0
H 1.1 -0.5 -0.2
H -0.3 -0.1 -0.4
C -1.4 -0.9 4.7
O 0.6 0.0 -0.5
N -0.8 -2.8 -2.6
N 1.7 3.7 -1.1
H 0.1 -0.8 0.1
H -0.5 0.2 -0.6
H 0.3 0.4 0.4
H -0.1 0.1 -0.5
C -1.9 -2.1 0.9
O 3.2 4.5 -5.9
N 2.1 -1.2 4.4
N -3.6 -1.5 0.6
H 0.1 0.2 -0.2
H -0.3 -0.1 0.3
H 0.4 -0.1 0.2
H -0.2 0.3 -0.1
C 4.3 -0.5 -2.0
O -2.1 0.4 0.8
N -2.1 0.2 2.7
N -0.5 0.1 -1.0
H 0.0 0.3 -0.2
H 0.3 -0.2 0.3
H 0.4 0.3 -0.6
H -0.3 -0.6 0.1
C -1.8 4.1 -0.2
O 0.4 0.7 -0.8
N -1.2 1.0 0.5
N 2.6 -6.0 0.2
H 0.0 -0.4 0.3
H -0.2 0.5 -0.2
H 0.0 -0.1 0.3
H 0.2 0.2 -0.3

Properties
E_HOMO: -9.4 eV
Gap between HOMO and LUMO: 9.1 eV

---

Here is a molecular structure, C27H28BrCl4IrN5O7PS from the OMol25 dataset. Energies are from ωB97M-V/def2-TZVPD.

CARTESIAN COORDINATES (ANGSTROEM)
Ir1 -0.0681 -0.7647 -0.0142
Cl1 2.7663 -4.5147 5.2314
C1 2.5490 -3.6353 3.7724
C2 3.6658 -3.4611 2.8940
Cl2 5.1824 -4.1434 3.3232
C3 3.5287 -2.7663 1.7241
Cl3 4.8256 -2.5637 0.6142
C4 2.2712 -2.1989 1.3545
O1 2.1063 -1.5183 0.3047
C5 1.1331 -2.3914 2.2406
O2 0.0188 -1.8881 1.9091
C6 1.3217 -3.1182 3.4550
Cl4 -0.0461 -3.3085 4.4733
N1 -2.5067 6.7138 2.1932
C7 -2.3252 5.3946 1.8287
C8 -3.0469 4.3786 2.4657
C9 -2.9074 3.0635 2.0702
C10 -2.0454 2.7473 1.0272
C11 -1.3122 3.7394 0.3946
C12 -1.4569 5.0568 0.7884
S1 -1.7694 1.0697 0.5603
O3 -1.3093 1.1544 -0.8981
O4 1.2487 1.3617 0.5306
N2 -3.2283 0.4521 0.7717
C13 -3.2898 -0.8949 0.6795
N3 -4.4587 -1.4579 1.0642
C14 -4.5786 -2.7580 0.9281
C15 -3.5722 -3.5828 0.4229
C16 -2.4042 -2.9478 0.0787
N4 -2.2534 -1.6270 0.1914
H1 -2.9133 6.8924 3.0945
H2 -1.7999 7.3724 1.9175
H3 -3.7341 4.6304 3.2638
H4 -3.4861 2.2818 2.5417
H5 -0.6390 3.4696 -0.4078
H6 -0.9008 5.8358 0.2815
H7 -5.5270 -3.1842 1.2428
H8 -3.6960 -4.6489 0.3170
H9 -1.5487 -3.4886 -0.3092
C17 -2.4216 0.1072 -4.0822
C18 -2.4294 -0.9926 -3.0479
O5 -1.1952 -1.7560 -3.0713
P1 0.1145 -1.3355 -2.2698
O6 0.6619 -0.1736 -3.2331
C19 1.7536 0.6596 -2.7986
C20 1.6144 2.0012 -3.4764
O7 1.0504 -2.5939 -2.5335
C21 1.3221 -3.0865 -3.8642
C22 0.5132 -4.3323 -4.1388
H10 -3.3879 0.6142 -4.0667
H11 -2.2550 -0.2964 -5.0808
H12 -1.6512 0.8421 -3.8592
H13 -3.2039 -1.7320 -3.2531
H14 -2.5758 -0.5898 -2.0497
H15 2.6900 0.1634 -3.0681
H16 1.7164 0.7710 -1.7130
H17 1.6127 1.8935 -4.5610
H18 2.4458 2.6481 -3.1945
H19 0.6843 2.4790 -3.1703
H20 2.3921 -3.2959 -3.8835
H21 1.1129 -2.2988 -4.5905
H22 0.7052 -5.0844 -3.3739
H23 0.7923 -4.7507 -5.1072
H24 -0.5515 -4.1067 -4.1496
Br1 5.9688 0.5784 2.3110
C23 4.2223 1.2610 2.4552
C24 3.8526 1.9977 3.5671
C25 2.5615 2.5010 3.6104
C26 1.6928 2.2705 2.5691
N5 2.0852 1.5457 1.4942
C27 3.3298 1.0257 1.4284
H25 4.5547 2.1711 4.3690
H26 2.2184 3.0810 4.4542
H27 0.6758 2.6276 2.5073
H28 3.5343 0.4344 0.5493

Atomic forces in eV per Å
Ir 0.0 0.4 -0.2
Cl 0.0 0.0 0.0
C 0.1 0.0 0.0
C 0.0 0.0 0.1
Cl 0.0 0.0 0.0
C 0.0 0.0 -0.1
Cl 0.0 0.0 0.0
C 0.0 0.0 0.0
O 0.1 -0.2 0.0
C -0.1 0.0 0.0
O 0.2 -0.1 0.1
C 0.0 0.1 -0.1
Cl 0.0 0.0 0.0
N -0.1 0.1 0.0
C 0.0 -0.1 0.0
C 0.0 0.0 0.0
C 0.0 0.0 0.0
C -0.1 0.0 0.2
C 0.1 0.0 0.0
C 0.0 0.0 0.0
S 0.1 -0.3 -0.4
O -0.1 0.1 0.3
O -0.1 0.0 -0.4
N 0.1 0.1 0.0
C -0.1 0.2 0.0
N 0.0 0.0 0.0
C 0.0 -0.1 0.0
C 0.0 0.0 0.0
C -0.1 -0.1 0.1
N 0.0 -0.1 0.1
H 0.0 0.0 0.0
H 0.0 0.0 0.0
H 0.0 0.0 0.0
H 0.0 0.0 0.0
H 0.0 0.0 0.0
H 0.0 0.0 0.0
H 0.0 0.0 0.0
H 0.0 0.0 0.0
H 0.0 0.0 0.0
C -0.1 0.0 0.0
C 0.1 -0.1 0.0
O -0.1 -0.1 -0.1
P 0.0 0.0 0.4
O 0.0 0.0 -0.1
C 0.0 0.0 0.0
C 0.0 0.0 0.0
O 0.0 0.0 0.0
C 0.0 0.1 0.0
C 0.0 0.0 0.0
H 0.0 0.0 0.0
H 0.0 0.0 0.0
H 0.0 0.0 0.0
H 0.0 0.0 0.0
H 0.0 0.0 0.0
H 0.0 0.0 0.0
H 0.0 0.0 0.0
H 0.0 0.0 0.0
H 0.0 0.0 0.0
H 0.0 0.0 0.0
H 0.0 0.0 0.0
H 0.0 0.0 0.0
H 0.0 0.0 0.0
H 0.0 0.0 0.0
H 0.0 0.0 0.0
Br 0.0 0.0 0.0
C 0.0 0.0 0.0
C 0.0 0.0 0.0
C 0.0 0.0 -0.1
C 0.0 0.0 0.0
N 0.0 -0.1 0.3
C 0.1 0.0 0.0
H 0.0 0.0 0.0
H 0.0 0.0 0.0
H 0.0 0.0 0.0
H 0.0 0.0 0.0

Properties
E_HOMO (spin up / spin down): -7.0 / -7.6 eV
Spin multiplicity: 5
Gap between HOMO and LUMO (spin up / spin down): 6.9 / 5.9 eV
⟨S²⟩: 6.030

---

How do the records compare in energy relative to the best compared isomer or geometry (same formula, charge and spin)? In the order shown, they have 34.41, 313.58, 47.41 kcal/mol.